No. 1
{
  "formula": "C14H15GaNO3",
  "method": "wB97M-V/def2-TZVPD",
  "symbols": ["C", "C", "C", "C", "C", "Ga", "N", "C", "C", "H", "H", "H", "H", "H", "H", "H", "H", "H", "H", "O", "C", "C", "C", "C", "C", "C", "C", "O", "O", "H", "H", "H", "H", "H"],
  "coordinates": [[-1.170542, 0.888685, -4.043353], [0.212298, 0.752555, -4.341542], [0.972164, 1.275491, -3.275478], [0.038180, 1.755858, -2.249613], [-1.314062, 1.491373, -2.773272], [-0.062590, -0.106650, -1.502020], [-1.459278, -1.735173, -1.497758], [-0.821612, -2.931262, -1.805249], [0.524371, -2.094804, -2.091043], [2.052271, 1.429318, -3.236129], [0.616361, 0.396159, -5.290576], [0.274042, 2.490944, -1.478485], [-2.230706, 1.868915, -2.314658], [-1.988699, 0.657423, -4.726862], [0.744212, -2.062701, -3.165694], [-1.193579, -3.426729, -2.717994], [-2.057767, -1.827079, -0.672098], [1.372074, -2.435274, -1.491104], [-0.692615, -3.628096, -0.953802], [0.723882, 2.340033, 1.900981], [0.585386, 1.444970, 2.898587], [0.667761, 1.928392, 4.211600], [0.531018, 1.050096, 5.280344], [0.309461, -0.316205, 5.056318], [0.226546, -0.801518, 3.751257], [0.358600, 0.054833, 2.657064], [0.198813, -0.516487, 1.298231], [-0.022941, -1.709376, 1.103704], [0.305530, 0.391670, 0.314104], [0.614396, 1.801997, 1.065224], [0.836356, 2.994797, 4.356435], [0.598239, 1.439018, 6.295855], [0.198577, -1.005021, 5.894182], [0.053866, -1.856139, 3.542829]],
  "forces_ev_per_angstrom": [[0.066, 0.670, 0.651], [0.331, 0.808, 0.415], [-0.896, 0.673, -0.472], [-0.240, 0.193, -1.312], [0.770, 0.472, -0.923], [-1.063, -5.690, -0.029], [-4.752, 3.356, 2.185], [3.580, 2.128, -0.293], [1.525, -0.630, -0.786], [-0.405, -0.325, 0.034], [-0.103, -0.143, 0.472], [-0.073, -0.371, -0.180], [0.333, -0.454, -0.098], [0.269, -0.212, 0.414], [0.469, -0.289, 0.032], [0.097, -0.245, 0.175], [-0.407, 0.041, -0.372], [0.295, -0.233, -0.332], [-0.017, 0.078, -0.388], [-0.049, -0.366, -0.152], [-0.080, -0.456, -0.017], [-0.025, -0.330, -0.008], [-0.026, -0.145, -0.240], [0.026, -0.017, -0.069], [0.073, 0.340, 0.299], [0.033, 0.820, 0.747], [-0.195, -0.999, -1.253], [0.466, 1.491, 0.562], [0.000, -0.417, 1.043], [0.002, 0.177, 0.210], [-0.035, -0.257, -0.013], [-0.030, -0.128, -0.173], [0.043, 0.217, -0.177], [0.017, 0.243, 0.046]],
  "mulliken_charge": [-0.49, -0.69, -0.79, 0.45, -0.88, 0.21, -0.55, -0.39, -0.88, 0.40, 0.42, 0.65, 0.40, 0.39, 0.36, 0.19, 0.16, 0.29, 0.23, -0.68, 0.31, -0.69, -0.23, -0.61, -0.45, 0.14, 0.70, -0.67, -0.52, 0.71, 0.39, 0.35, 0.36, 0.43],
  "homo_lumo_gap_ev": 5.6,
  "total_charge": -1
}

=====

No. 2
{
  "formula": "C14H15N3O2S2",
  "method": "wB97M-V/def2-TZVPD",
  "symbols": ["C", "H", "H", "H", "C", "C", "C", "C", "C", "C", "C", "H", "H", "N", "C", "N", "N", "C", "S", "C", "C", "H", "H", "C", "H", "H", "O", "C", "O", "H", "S", "H", "H", "H", "H", "H"],
  "coordinates": [[-1.784881, -5.041560, 5.212160], [-1.730669, -5.945461, 5.972318], [-0.907476, -4.455034, 5.461238], [-2.700746, -4.606741, 5.196313], [-1.567122, -5.789740, 3.559092], [-1.658224, -4.536229, 2.638338], [-2.952636, -4.083202, 2.069086], [-2.750424, -3.277233, 1.114511], [-1.597987, -2.548073, 0.741226], [-0.522038, -2.945696, 1.356234], [-0.291073, -3.841459, 2.438630], [0.679434, -4.149228, 2.717769], [0.369085, -2.506471, 0.920679], [-1.805369, -1.521782, -0.059424], [-0.911098, -0.673228, -0.714168], [-1.463661, 0.400542, -1.480020], [-0.612460, 1.111140, -1.950333], [0.613063, 1.007536, -1.338364], [2.192393, 1.760237, -1.538576], [1.283914, 3.491778, -2.202243], [2.336849, 4.191870, -3.217112], [1.708839, 5.003032, -3.755618], [3.024161, 3.636866, -3.581354], [2.904652, 5.251121, -2.003222], [4.138679, 4.508309, -1.725801], [3.185969, 6.023508, -2.422782], [1.904153, 5.206515, -1.158043], [1.204038, 4.260205, -0.955490], [0.156811, 4.309075, -0.252462], [0.306736, 3.078774, -2.732244], [0.827024, -0.448868, -0.145556], [-2.700890, -1.462277, -0.615981], [-3.791433, -2.968109, 0.781559], [-3.765059, -4.762294, 2.276962], [-0.604142, -6.155597, 3.655269], [-2.214225, -6.395246, 3.764886]],
  "forces_ev_per_angstrom": [[3.765, -4.865, -0.779], [-0.460, 1.690, -1.489], [-0.309, 0.571, -0.251], [-2.479, 1.590, 0.183], [5.178, 10.975, 1.725], [3.016, -1.270, 2.098], [5.164, -6.007, 4.980], [-4.187, 5.627, -4.448], [-4.420, -2.910, 1.619], [6.612, 0.172, 1.517], [-8.057, -1.049, -2.776], [0.526, -0.453, 0.553], [0.435, 0.102, 0.450], [-0.535, 3.868, -5.166], [-0.945, 1.518, 1.788], [-3.708, -8.706, 3.894], [8.908, 5.066, -0.360], [0.071, -1.266, 0.037], [-2.092, 1.895, -1.501], [1.269, -5.082, -3.434], [-7.133, 6.904, 6.555], [1.178, -2.045, -0.321], [4.224, -3.563, -3.132], [2.880, -13.570, -0.799], [-3.623, 2.481, 0.122], [2.188, 8.194, -2.990], [5.057, 9.868, 3.832], [-10.515, -4.604, -0.161], [3.613, -0.758, -0.653], [2.069, 1.073, 1.650], [-3.888, 1.964, -3.288], [1.135, -0.379, 1.319], [1.412, 0.280, -0.946], [-0.511, 0.581, -0.076], [1.806, -0.891, -0.308], [-7.641, -7.001, 0.554]],
  "mulliken_charge": [-1.01, 0.29, 0.31, 0.39, -1.40, 0.91, -0.99, -0.36, 1.43, -0.26, -1.19, 0.39, 0.18, -0.14, 0.13, -0.56, -0.14, 0.45, -0.17, -0.30, -0.87, 0.26, 0.58, -0.57, 0.19, 0.56, -0.27, 0.68, -0.63, 0.48, -0.23, 0.28, 0.14, 0.38, 0.36, 0.68],
  "homo_lumo_gap_ev": 6.9,
  "total_charge": 0
}

=====

No. 3
{
  "formula": "C14H15N3O3",
  "method": "wB97M-V/def2-TZVPD",
  "symbols": ["N", "C", "O", "C", "N", "C", "C", "O", "C", "C", "N", "C", "C", "C", "C", "C", "C", "C", "C", "O", "H", "H", "H", "H", "H", "H", "H", "H", "H", "H", "H", "H", "H", "H", "H"],
  "coordinates": [[0.676325, 0.710400, -3.871654], [1.985580, 0.399590, -4.070040], [2.215473, -0.346853, -5.002644], [3.163809, 0.944200, -3.179816], [2.915365, 0.658691, -1.754488], [2.971023, -0.693400, -1.215562], [1.969647, -0.651682, -0.087977], [1.692281, -1.577186, 0.691873], [1.383217, 0.649550, -0.002414], [0.566038, 1.177505, 0.950142], [0.288606, 0.367037, 2.032903], [-0.826294, 0.600651, 2.969984], [-2.010158, -0.204578, 2.521738], [-2.212325, -1.499750, 3.012847], [-3.318514, -2.271875, 2.642547], [-4.222865, -1.699166, 1.753067], [-4.056429, -0.387283, 1.268052], [-2.963760, 0.335297, 1.689847], [1.956851, 1.390280, -1.080144], [1.495253, 2.426370, -1.532636], [0.492090, 1.565252, -3.323308], [0.065358, 0.515925, -4.639226], [3.247619, 2.038052, -3.318269], [4.088942, 0.444533, -3.495846], [2.687541, -1.363964, -2.031980], [3.979688, -0.967801, -0.840451], [0.298290, 2.260574, 0.891024], [0.661530, -0.591077, 1.936790], [-0.545171, 0.223455, 3.969868], [-1.088722, 1.669407, 3.149713], [-1.460828, -1.998886, 3.649922], [-3.380048, -3.308868, 3.013928], [-5.065266, -2.269673, 1.380220], [-4.815916, 0.115737, 0.645772], [-2.834231, 1.339535, 1.276218]],
  "forces_ev_per_angstrom": [[0.297, 2.063, 2.087], [0.300, -0.556, -1.240], [1.043, -0.311, -0.065], [-1.183, -0.170, 0.498], [0.151, 0.524, 0.321], [0.591, 0.090, -0.651], [-1.063, -1.348, 2.002], [0.688, 0.357, -0.837], [1.214, -0.015, -0.399], [0.193, -1.344, 1.941], [-0.372, 2.169, -1.068], [0.368, -0.357, 0.574], [-0.472, -0.548, 0.953], [0.415, -0.621, 0.133], [0.563, 0.427, -0.292], [-0.446, 0.162, -0.475], [-0.604, -0.590, 0.482], [0.011, 0.842, -0.906], [-0.790, 0.699, -2.012], [0.200, 1.029, -0.030], [-0.033, -0.777, -0.321], [-0.056, -0.213, -0.248], [-0.031, -0.570, 0.155], [-0.447, 0.152, -0.012], [-0.077, -0.451, 0.375], [-0.571, 0.077, -0.191], [-0.162, -1.138, 0.283], [-0.282, 0.401, -0.048], [0.201, 0.146, -0.457], [0.459, -0.625, -0.727], [-0.339, 0.600, -0.209], [-0.252, 0.715, -0.332], [-0.046, -0.046, 0.176], [0.485, -0.620, 0.223], [0.043, -0.152, 0.317]],
  "mulliken_charge": [-0.35, 0.54, -0.63, -0.69, 0.04, -0.44, 0.85, -0.75, 0.37, -0.38, -0.02, -1.53, 0.78, -0.17, -0.66, -0.24, -0.69, -0.11, -0.19, -0.70, 0.25, 0.26, 0.36, 0.30, 0.28, 0.24, 0.39, 0.41, 0.41, 0.45, 0.29, 0.35, 0.35, 0.34, 0.31],
  "homo_lumo_gap_ev": 8.7,
  "smiles": "NC(=O)CN1CC(=O)/C(=C\\NCc2ccccc2)C1=O",
  "total_charge": 0
}

=====

No. 4
{
  "formula": "C14H15N4O5S2V",
  "method": "wB97M-V/def2-TZVPD",
  "symbols": ["V", "N", "C", "C", "O", "N", "C", "C", "O", "O", "H", "H", "H", "H", "H", "H", "O", "C", "C", "C", "C", "C", "C", "C", "O", "N", "N", "C", "S", "C", "C", "S", "H", "H", "H", "H", "H", "H", "H", "H", "H"],
  "coordinates": [[-0.194725, 0.045800, 0.033178], [0.763292, 0.721349, -1.756175], [2.105459, 1.277000, -1.442959], [2.061646, 1.876002, -0.053867], [2.797045, 2.693502, 0.394001], [0.966538, 1.325572, 0.696378], [0.656577, 1.940587, 1.983095], [-0.796576, 1.601748, 2.240215], [-1.619581, 2.120326, 2.875358], [-1.106832, 0.397071, 1.453271], [0.825861, -0.027704, -2.443692], [0.193618, 1.447555, -2.194857], [2.419204, 2.029787, -2.163248], [2.833942, 0.464879, -1.449839], [0.802593, 3.020570, 1.945396], [1.276634, 1.545263, 2.791688], [-0.337297, -5.322225, -0.825631], [-1.380530, -4.792674, -1.473512], [-2.241550, -5.679534, -2.118875], [-3.332423, -5.198256, -2.803240], [-3.610012, -3.822443, -2.871338], [-2.777257, -2.940237, -2.244176], [-1.644132, -3.403130, -1.533325], [-0.795121, -2.473364, -0.868831], [-1.121346, -1.148279, -0.904173], [0.272468, -2.737441, -0.176977], [0.810993, -1.567725, 0.369745], [1.882795, -1.853582, 1.144961], [2.407924, -3.464664, 1.276522], [3.620540, -3.135150, 2.588463], [4.176110, -1.744053, 2.379623], [2.771652, -0.654832, 1.980478], [0.191168, -4.634068, -0.392931], [-2.027925, -6.737583, -2.062593], [-3.992183, -5.898926, -3.297862], [-4.476884, -3.469626, -3.410399], [-2.981606, -1.879372, -2.276664], [4.399237, -3.892822, 2.511275], [3.110715, -3.241676, 3.545763], [4.881222, -1.696405, 1.550913], [4.643993, -1.347264, 3.279131]],
  "forces_ev_per_angstrom": [[0.157, -0.677, 0.576], [-0.063, 0.132, 0.079], [-0.023, -0.015, -0.034], [-0.191, -0.015, 0.202], [0.089, 0.000, -0.052], [-0.032, 0.137, -0.169], [0.047, 0.089, -0.163], [-0.187, -0.227, -0.116], [0.070, 0.003, 0.136], [0.336, 0.477, -0.331], [0.005, -0.025, 0.027], [-0.011, -0.028, -0.027], [0.022, 0.008, 0.012], [0.022, 0.020, -0.007], [0.004, 0.007, 0.061], [-0.024, 0.019, 0.035], [-0.013, 0.059, 0.000], [0.054, -0.084, 0.017], [0.002, 0.049, 0.005], [-0.006, -0.013, -0.007], [0.020, 0.009, 0.013], [-0.032, 0.003, -0.011], [0.155, -0.082, 0.020], [-0.259, 0.405, -0.103], [-0.043, -0.192, -0.084], [0.032, 0.044, -0.010], [-0.109, -0.168, -0.075], [0.102, 0.108, 0.006], [-0.066, -0.026, 0.021], [0.015, 0.034, 0.008], [-0.007, -0.018, -0.011], [-0.027, -0.013, 0.016], [-0.035, -0.036, -0.024], [0.010, 0.001, 0.005], [-0.005, 0.008, -0.002], [0.000, 0.002, -0.001], [0.000, 0.002, -0.001], [0.002, 0.001, -0.003], [-0.003, -0.007, -0.006], [-0.004, 0.014, -0.005], [-0.001, -0.003, 0.004]],
  "mulliken_charge": [0.61, -0.47, -0.33, 0.28, -0.46, -0.01, -0.24, 0.27, -0.35, -0.43, 0.29, 0.35, 0.44, 0.27, 0.43, 0.31, -0.61, 0.48, -0.72, -0.33, -0.85, -0.48, 0.22, 1.46, -0.58, -0.91, 0.29, 0.31, 0.10, -0.59, -0.60, 0.02, 0.51, 0.47, 0.42, 0.45, 0.40, 0.44, 0.37, 0.33, 0.43],
  "homo_lumo_gap_ev": [4.5, 4.5],
  "total_charge": 2
}